(1)
The following is a DFT calculation (wB97M-V/def2-TZVPD) of a gas-phase ion, C3H3FNO2 (charge -1).

```
! wB97M-V def2-TZVPD RIJCOSX def2/J DEFGRID3
* xyz -1 1
C 1.002 0.186 -1.386
C -0.108 -0.126 1.046
C -0.100 0.474 -0.377
N -0.847 -1.307 1.073
O 0.983 1.482 -1.205
O 1.629 -0.540 -2.038
F -2.201 -1.073 0.776
H 0.915 -0.463 1.300
H -0.311 0.650 1.760
H -0.962 0.718 -0.948
*
```

E: -11458.474 eV
energy above the lowest of the compared OMol25 structures with the same formula, charge and spin: 97.31 kcal per mole
HOMO-LUMO gap: 6.3 eV

Atomic partial charges in e from the Mulliken method, atoms 1 to 5: number 1, C, carries 0.473; number 2, C, carries -0.271; number 3, C, carries -0.201; number 4, N, carries -0.618; number 5, O, carries -0.482



(2)
The following is a DFT calculation (wB97M-V/def2-TZVPD) of a molecular structure, C12H29BrF3GaO6P.

```
! wB97M-V def2-TZVPD RIJCOSX def2/J DEFGRID3
* xyz -1 1
O -1.728 -7.162 -1.470
P -0.788 -6.816 -0.140
Br -2.404 -6.229 1.401
Ga 0.201 -4.703 -0.711
C -1.150 -3.450 -1.604
C -2.221 -3.013 -0.604
O -3.528 -2.948 -1.218
C -4.585 -3.491 -0.496
C -5.186 -4.710 -1.209
F -5.614 -5.644 -0.335
F -6.272 -4.367 -1.954
F -4.321 -5.305 -2.045
H -2.202 -6.382 -1.791
H 1.478 -4.993 -1.622
H 0.578 -4.054 0.720
H -1.631 -3.914 -2.473
H -0.569 -2.591 -1.962
H -1.989 -2.006 -0.216
H -2.263 -3.680 0.265
H -4.304 -3.813 0.514
H -5.400 -2.756 -0.414
C 3.063 -1.376 -0.927
O 1.670 -1.219 -1.091
C 1.034 -0.543 -0.027
C 0.734 0.899 -0.372
O 1.913 1.665 -0.590
C 2.246 1.805 -1.958
H 3.471 -1.681 -1.890
H 3.543 -0.443 -0.613
H 3.277 -2.160 -0.193
H 1.638 -0.600 0.884
H 0.089 -1.060 0.168
H 0.196 1.358 0.464
H 0.087 0.943 -1.254
H 1.605 2.554 -2.439
H 2.154 0.858 -2.492
H 3.281 2.144 -2.010
C 0.848 7.059 0.911
O 0.390 5.727 1.017
C 1.404 4.755 0.797
C 1.970 4.208 2.088
O 2.630 5.205 2.856
C 1.835 5.736 3.897
H 0.085 7.704 1.345
H 1.787 7.208 1.450
H 0.991 7.340 -0.139
H 2.208 5.177 0.184
H 0.959 3.927 0.241
H 2.705 3.438 1.843
H 1.174 3.741 2.677
H 1.771 5.034 4.736
H 0.825 5.974 3.555
H 2.315 6.651 4.243
*
```

E: -165058.682 eV
energy above the lowest of the compared OMol25 structures with the same formula, charge and spin: 0.00 kcal per mole
HOMO-LUMO gap: 6.4 eV

Atomic partial charges in e from the Mulliken method, atoms 1 to 5: number 1, O, carries -0.508; number 2, P, carries 0.143; number 3, Br, carries -0.359; number 4, Ga, carries 0.226; number 5, C, carries -0.640